Density functional theory data (ωB97M-V/def2-TZVPD) for a cluster of 2 separate species, C5H8N2 in total.

Atoms and positions in Å:
C (-1.99, 0.12, 0.06)
C (-1.01, -0.41, -0.96)
C (0.29, 0.23, -1.30)
C (0.85, 1.22, -0.40)
N (1.44, 1.80, 0.43)
N (0.22, -1.07, -0.63)
C (1.98, -0.47, 1.48)
H (-1.49, 0.72, 0.83)
H (-2.75, 0.74, -0.43)
H (-2.50, -0.71, 0.56)
H (-1.50, -0.84, -1.84)
H (0.64, 0.30, -2.33)
H (1.63, -0.67, 0.47)
H (2.86, -0.98, 1.87)
H (1.33, 0.02, 2.19)

The calculation puts the total energy at -304.6146 Eh. The LUMO energy (spin up / spin down) comes out at 0.6 / -1.4 eV. The value obtained for the energy relative to the best compared isomer or geometry (same formula, charge and spin) is 580.0 kJ/mol. Its HOMO-LUMO gap (spin up / spin down) is 11.14 / 6.64 eV.

These are the natural (NBO) partial charges, in e, on atoms 1 to 8: -0.62 -0.12 -0.27 0.26 -0.30 -0.15 -0.47 0.23